{"formula": "C33H33AuClFN3O7", "method": "ωB97M-V with the def2-TZVPD basis set", "elements": ["Au", "C", "C", "N", "C", "C", "C", "O", "O", "C", "O", "C", "C", "C", "F", "C", "C", "C", "N", "C", "C", "N", "C", "C", "H", "H", "H", "H", "H", "H", "H", "H", "H", "H", "H", "H", "H", "H", "H", "H", "H", "H", "Cl", "C", "C", "C", "C", "C", "C", "C", "O", "O", "H", "H", "H", "H", "C", "C", "C", "C", "C", "C", "C", "C", "C", "C", "O", "O", "H", "H", "H", "H", "H", "H", "H", "H", "H", "H", "H"], "xyz": [[1.798412, -2.924395, 0.396886], [5.939515, 3.198791, -2.057686], [5.595097, 3.021852, -0.581449], [4.587647, 1.995884, -0.353317], [5.007832, 0.686561, -0.219002], [4.217752, -0.359706, 0.090098], [4.892652, -1.758119, 0.050438], [6.109165, -1.743919, 0.325149], [4.162915, -2.695490, -0.332320], [2.819774, -0.090432, 0.356574], [2.021490, -0.837720, 0.923599], [2.338564, 1.239721, -0.052514], [0.972543, 1.474490, -0.056210], [0.509051, 2.721113, -0.362478], [-0.824120, 2.960808, -0.320771], [1.363933, 3.765586, -0.696511], [2.728830, 3.530984, -0.709357], [3.239021, 2.269712, -0.374347], [0.898943, 5.089394, -1.004194], [1.168085, 6.072667, 0.030043], [1.088160, 7.461561, -0.570042], [-0.296013, 7.631454, -1.145205], [-0.575857, 6.583884, -2.195219], [-0.448044, 5.226992, -1.532388], [6.745545, 3.925623, -2.180792], [5.069803, 3.536358, -2.626080], [6.265522, 2.245861, -2.476893], [5.249270, 3.960284, -0.150226], [6.484083, 2.726941, -0.028572], [6.068466, 0.510128, -0.362163], [0.275434, 0.661188, 0.193444], [3.381068, 4.338001, -1.022995], [2.163474, 5.914607, 0.434404], [0.453673, 5.998453, 0.870098], [1.793907, 7.558857, -1.391074], [1.259220, 8.245188, 0.164788], [-0.430146, 8.567960, -1.514402], [-0.966042, 7.491621, -0.387924], [0.165006, 6.702807, -2.982052], [-1.574538, 6.753187, -2.591680], [-0.631789, 4.454994, -2.274178], [-1.227200, 5.130339, -0.762722], [-7.826160, -3.274288, -0.085974], [-6.042882, -3.208025, -0.206465], [-5.538153, -1.885614, -0.438262], [-4.225907, -1.478260, -0.278243], [-3.094909, -2.176301, 0.125499], [-3.927083, -4.568281, -0.214573], [-5.407049, -4.373826, -0.020654], [-1.810482, -1.572214, 0.172338], [-1.463206, -0.401889, 0.022029], [-0.863961, -2.537911, 0.428178], [-6.263274, -1.137496, -0.732556], [-4.027392, -0.433487, -0.515499], [-3.662588, -5.596906, 0.046490], [-5.990808, -5.245901, 0.245726], [-4.388150, -3.137877, 2.718802], [-3.162744, -3.729151, 2.070497], [-2.970687, -3.614883, 0.556372], [-1.472117, -3.855958, 0.177476], [-1.284460, -4.142902, -1.308429], [-0.730240, -4.870677, 1.019899], [-1.078790, -5.043692, 2.292928], [-0.319966, -5.976480, 3.202847], [-2.252770, -4.348057, 2.827337], [0.431110, -5.654005, 0.421167], [0.286617, -6.870190, 0.282094], [1.506389, -5.015147, 0.094066], [-4.656603, -2.176136, 2.276240], [-4.213215, -3.001500, 3.790395], [-5.251189, -3.797142, 2.595267], [-3.704667, -4.437151, -1.275283], [-1.856277, -3.427868, -1.902535], [-1.591693, -5.161469, -1.547576], [-0.227595, -4.037752, -1.551290], [0.754854, -5.791871, 3.143745], [-0.481988, -7.014035, 2.904225], [-0.638363, -5.853466, 4.239938], [-2.413684, -4.396284, 3.903055]], "atomic_forces_ev_per_a": [[-0.003, -1.015, 0.235], [-0.074, -0.024, 0.038], [-0.024, -0.078, -0.245], [0.131, -0.143, -0.088], [-0.124, 0.385, 0.073], [-0.155, -0.164, -0.196], [0.225, -0.184, -0.033], [-0.309, 0.028, -0.098], [0.524, 0.454, 0.095], [0.409, 0.070, -0.082], [-0.152, -0.164, -0.043], [0.319, 0.154, 0.137], [-0.375, -0.386, 0.118], [-0.120, 0.010, 0.020], [-0.107, 0.012, 0.071], [0.086, 0.023, 0.014], [0.074, 0.123, -0.063], [0.015, 0.048, 0.021], [-0.053, 0.059, 0.057], [-0.175, -0.116, -0.111], [0.046, -0.086, 0.067], [0.199, -0.160, -0.083], [0.029, -0.166, -0.044], [0.174, 0.103, -0.014], [-0.040, -0.017, -0.002], [0.047, -0.019, 0.004], [0.007, 0.045, -0.011], [-0.009, 0.025, 0.088], [0.038, -0.020, 0.054], [-0.028, -0.004, 0.112], [0.027, 0.170, -0.094], [-0.027, -0.058, 0.011], [0.057, 0.004, 0.020], [0.023, -0.032, 0.034], [-0.033, 0.062, -0.076], [-0.096, 0.033, 0.018], [-0.010, 0.114, -0.045], [-0.113, 0.079, 0.065], [0.035, 0.110, 0.000], [-0.035, 0.055, 0.056], [-0.037, -0.043, -0.018], [-0.008, -0.020, 0.000], [0.015, 0.029, -0.002], [0.097, 0.116, 0.079], [-0.041, 0.041, 0.003], [-0.018, -0.131, -0.034], [-0.193, 0.086, 0.111], [-0.038, 0.077, 0.083], [0.179, -0.080, 0.041], [0.004, -0.058, -0.037], [0.113, 0.053, 0.038], [-0.408, 0.186, -0.184], [0.001, -0.049, -0.022], [0.004, -0.041, 0.015], [-0.025, -0.008, -0.017], [-0.029, 0.038, 0.010], [0.037, 0.054, -0.097], [-0.053, -0.028, -0.048], [0.049, -0.017, 0.067], [0.020, -0.055, 0.058], [0.040, 0.074, 0.053], [0.182, 0.263, -0.221], [-0.116, -0.108, 0.133], [-0.046, 0.004, 0.000], [0.063, -0.103, 0.019], [-0.013, -0.084, -0.038], [0.104, 0.304, 0.007], [-0.357, 0.249, 0.098], [0.036, -0.047, 0.005], [-0.010, -0.017, -0.081], [-0.002, 0.031, -0.041], [0.019, -0.037, 0.007], [-0.018, -0.020, -0.018], [0.001, 0.014, -0.020], [0.016, -0.023, -0.003], [-0.027, -0.018, -0.001], [-0.004, 0.017, 0.022], [0.016, 0.002, -0.005], [0.040, 0.018, -0.038]], "lowdin_charge": [0.86, -0.07, -0.21, -0.05, 0.02, -0.02, -0.67, -0.04, -0.08, -0.29, -0.05, -0.04, 0.11, -0.19, 0.06, -0.17, 0.04, -0.13, -0.09, -0.15, -0.09, 0.06, -0.09, -0.16, 0.07, 0.07, 0.08, 0.10, 0.12, 0.14, 0.12, 0.11, 0.13, 0.14, 0.14, 0.13, 0.18, 0.18, 0.14, 0.14, 0.15, 0.13, 0.54, -0.68, -0.19, -0.07, -0.14, -0.09, -0.17, -0.45, 0.02, -0.02, 0.06, 0.11, 0.13, 0.08, -0.04, -0.17, -0.25, -0.34, 0.00, -0.06, -0.21, -0.04, 0.00, -0.64, 0.02, -0.16, 0.08, 0.07, 0.08, 0.11, 0.10, 0.10, 0.08, 0.09, 0.08, 0.06, 0.10], "e_lumo_ev": -0.633, "mol_weight_g_mol": 835.1, "homo_lumo_gap_ev": 2.0, "spin_multiplicity": 1, "e_tot_ha": -2663.94595, "total_charge": -1}